1.
This record from the Open Molecules 2025 dataset describes one molecule with the formula C22H26ClN3O5S. The level of theory is the ωB97M-V functional and the def2-TZVPD basis.

```
58
Properties=species:S:1:pos:R:3:mulliken_charge:R:1
Cl -6.2417 2.2212 -0.6853 -0.2160
S -0.1224 1.7993 0.4936 1.3949
O 0.5359 3.0641 0.3831 -0.8019
O 1.6329 -0.6131 2.3715 -0.7917
O 4.2673 1.5953 -2.0387 -0.5287
O 0.4084 0.6788 -0.2321 -0.3694
O 2.1878 -2.5327 -1.5339 -0.6960
N -0.2389 1.4388 2.1335 -0.3168
N 0.2818 -1.9183 1.1296 0.4141
N 3.1361 -1.2207 0.0559 0.0193
C -1.8585 1.9541 0.1045 -0.4727
C -1.0254 -2.2653 -0.8877 -0.4154
C -3.4054 -2.6645 -0.7635 1.0403
C 3.6712 1.8463 0.2509 -0.3133
C 4.9669 2.6021 -0.0363 -0.7178
C -4.5489 2.1225 -0.3881 0.3960
C -2.2408 -2.5045 -1.5039 -0.9295
C -2.4568 1.0148 -0.7129 0.0948
C -2.1102 -2.3834 1.2524 -0.2703
C 4.8671 2.7779 -1.5486 -0.5539
C -4.7210 -2.9174 -1.4333 -1.7646
C 0.5180 -0.8634 1.9293 0.6944
C -3.3192 -2.6127 0.6230 -0.6516
C 1.4101 -2.7540 0.7380 -1.1632
C -2.5844 2.9841 0.6718 -0.4816
C -0.6408 0.0583 2.3097 -0.8558
C 3.9859 -0.4582 -0.8248 -1.2459
C -3.8158 1.0932 -0.9629 -0.9779
C -3.9426 3.0746 0.4233 -0.8072
C 2.2691 -2.1407 -0.3883 0.7507
C 3.4919 0.9875 -1.0114 1.0272
C -0.9592 -2.1799 0.4978 -0.1375
H 5.0348 3.5513 0.4896 0.4058
H 0.6453 1.6244 2.5934 0.3925
H -4.6861 -2.6316 -2.4816 0.3795
H 5.0041 -0.4503 -0.4233 0.2106
H 2.4403 0.9539 -1.3196 -0.0757
H 2.9964 -0.8682 0.9966 0.3191
H 2.8365 2.5410 0.3428 0.1506
H -4.2083 -2.7616 1.2183 0.4187
H -4.3009 0.3652 -1.5930 0.5034
H -0.1317 -2.1371 -1.4771 0.4187
H 5.8330 2.8938 -2.0454 0.3407
H -4.9685 -3.9777 -1.3805 0.4232
H -2.0760 3.7006 1.2959 0.4332
H -5.5187 -2.3660 -0.9393 0.4106
H -2.2818 -2.5615 -2.5817 0.3112
H 5.8349 1.9906 0.2151 0.2558
H -4.5311 3.8698 0.8529 0.4281
H 4.2336 3.6441 -1.7895 0.2892
H 3.7234 1.2415 1.1544 0.2631
H -1.8510 0.2323 -1.1419 0.7106
H 3.9887 -0.9543 -1.7974 0.4177
H 1.0169 -3.7105 0.3899 0.4206
H -0.8929 -0.0983 3.3626 0.2779
H -1.5223 -0.0987 1.6905 0.5556
H -2.0546 -2.3707 2.3309 0.5425
H 2.0373 -2.9062 1.6210 0.4441
```

Values from the calculation:
E_HOMO in hartree: -0.328
Total energy in eV: -61302.4238
LUMO energy in eV: 0.202
ΔE to the lowest compared entry with this formula, charge and spin in eV: 0.1786
2S+1: 1
HOMO-LUMO gap in eV: 9.136
Largest force on an atom in Eh/bohr: 0.0156

2.
This record from the Open Molecules 2025 dataset describes C22H26FMoN5SSi as an isolated structure. The level of theory is the ωB97M-V functional and the def2-TZVPD basis.

```
57
Properties=species:S:1:pos:R:3:mulliken_charge:R:1
Mo 0.2540 0.0523 0.3622 0.1074
S 0.6172 -0.5736 2.5040 -0.3048
Si 3.2681 -1.4602 -0.2443 0.0131
F -0.0442 -0.1571 -2.5764 -0.2584
N -0.9346 1.7026 -0.4145 0.2092
N 1.0402 1.8214 1.2502 1.0278
N 1.9517 1.7703 2.2666 -1.5661
N 1.8256 -0.3206 -0.5388 0.6508
N 2.5776 0.4230 4.0070 -0.3237
C -2.0865 -2.0547 1.8625 -1.0920
C 3.0272 1.5224 -1.6501 -0.2876
C -0.4040 2.9310 -0.1875 1.0434
C 0.6775 2.9529 0.7821 -0.7019
C 3.7321 -1.9990 -1.9569 -1.1063
C 2.2615 2.3646 -3.7745 -0.6546
C 3.1720 2.3844 -2.7261 -0.9545
C -1.4508 -3.2820 1.8380 -0.3544
C -0.8953 4.0726 -0.7812 -0.9098
C -1.9787 3.9571 -1.6472 -0.3821
C -1.9857 1.6094 -1.2376 0.2011
C 2.7450 -2.9018 0.7888 -0.7768
C -0.7757 -3.6980 0.6942 -0.6116
C -0.7673 -2.9106 -0.4450 -0.1158
C 1.9670 0.6176 -1.6201 0.5248
C -2.0724 -1.2471 0.7231 0.3285
C -1.4574 -1.6935 -0.4510 -0.6972
C -2.5331 2.7108 -1.8736 -1.1216
C 4.5847 -0.4786 0.6227 -1.2313
C 1.1783 1.4950 -3.7489 -0.5539
C 1.0519 0.6530 -2.6694 0.2368
C 1.8296 0.6593 2.9345 0.7385
H -1.4824 -3.9199 2.7111 0.4385
H -2.6516 -0.3276 0.7283 0.4685
H 3.5481 -3.6368 0.6708 0.4522
H 3.7355 1.5358 -0.8333 0.4789
H 2.9050 -2.4935 -2.4703 0.3361
H -2.4006 0.6252 -1.3915 0.3654
H -1.6327 -1.1895 -1.3891 0.6178
H 2.3875 3.0308 -4.6168 0.4592
H 0.4453 1.4580 -4.5433 0.5587
H 4.0079 3.0700 -2.7466 0.4980
H -0.2809 -4.6605 0.6852 0.5203
H -2.3925 4.8337 -2.1277 0.4804
H 5.3026 -0.0082 -0.0484 0.4311
H 1.8269 -3.3772 0.4521 0.0197
H -2.5986 -1.7219 2.7552 0.4764
H -0.4442 5.0308 -0.5644 0.5006
H -3.3855 2.5846 -2.5252 0.4913
H 3.1973 1.1420 4.3503 0.2744
H 4.5568 -2.7129 -1.8983 0.4107
H 2.4342 -0.3946 4.5748 0.2019
H 2.6551 -2.6791 1.8511 0.3400
H -0.2903 -3.2596 -1.3520 0.5150
H 4.0702 -1.1615 -2.5694 0.3457
H 5.1382 -1.1700 1.2635 0.4218
H 1.1197 3.8678 1.1630 0.4511
H 4.1572 0.2941 1.2661 0.3695
```

Values from the calculation:
E_HOMO (alpha / beta) in hartree: -0.534 / -0.534
Total energy in eV: -53960.2720
LUMO energy (alpha / beta) in eV: -7.694 / -7.693
ΔE to the lowest compared entry with this formula, charge and spin in eV: 0.3932
2S+1: 1
HOMO-LUMO gap (alpha / beta) in eV: 6.840 / 6.841
Charge: +2
Largest force on an atom in Eh/bohr: 0.0164

3.
This record from the Open Molecules 2025 dataset describes C22H26FMoN5SSi as an isolated structure in a non-equilibrium geometry. The level of theory is the ωB97M-V functional and the def2-TZVPD basis.

```
57
Properties=species:S:1:pos:R:3:mulliken_charge:R:1
Mo -0.5734 0.5194 -0.5714 -0.7721
S 0.5624 1.3327 -2.5262 -0.2786
Si 2.3976 -1.0696 -0.7470 0.1227
F -0.5891 1.0500 1.7530 0.3423
N -1.2612 -1.3020 0.1660 0.9936
N -1.5683 -0.3827 -2.1687 1.7049
N 1.2724 0.1113 0.1020 0.5479
N -0.6373 1.5218 -4.9089 -0.3764
N -1.6311 0.1071 -3.4160 -1.8245
C 2.9851 0.5845 1.8484 -0.2669
C -1.8504 3.4954 1.3361 -0.6118
C -3.3440 1.6582 0.8856 -0.8689
C 2.2516 1.4381 3.9892 -0.6047
C 3.7781 -0.0709 -1.5388 -1.0945
C -2.7754 -3.1432 -0.1612 -0.9223
C -0.9308 -1.8218 1.3623 -0.1458
C -2.8537 1.5752 -0.4284 0.2598
C 2.8898 -2.3468 0.5518 -1.1518
C 0.9407 1.4605 3.5329 -0.9974
C -2.4686 -3.6334 1.0932 -0.4409
C 1.6683 0.5685 1.3538 0.8846
C 0.7137 1.0439 2.2490 0.0708
C -1.3333 3.4126 0.0569 -0.4473
C -2.1468 -1.9864 -0.6065 0.9606
C -2.8700 2.6305 1.7459 -0.5041
C 3.2610 1.0078 3.1352 -0.9833
C -2.2877 -1.4369 -1.9172 -0.9341
C -1.8695 2.4883 -0.8677 -0.6217
C -1.5138 -2.9672 1.8575 -1.0121
C -0.6953 0.9682 -3.7069 0.7001
C 1.4341 -2.0151 -2.0666 -1.0282
H 0.4479 -2.3515 -1.7477 0.1910
H -1.7757 2.7160 -1.9197 0.7356
H -1.2176 -3.3384 2.8280 0.5185
H -3.4812 -3.6420 -0.8116 0.5410
H -0.5869 4.1262 -0.2683 0.5128
H 3.3792 0.7726 -2.1002 0.3087
H 1.3384 -1.4655 -3.0015 0.3140
H 0.1000 2.1600 -5.1528 0.2319
H 4.2864 0.9958 3.4791 0.4630
H -3.3064 2.7386 2.7301 0.4653
H -2.8892 -1.8782 -2.7013 0.5160
H 2.4017 -3.3002 0.3431 0.4284
H -1.3051 1.2559 -5.6164 0.2537
H -4.1463 1.0011 1.1962 0.5091
H 3.9666 -2.5295 0.5156 0.3808
H -2.9466 -4.5271 1.4706 0.4610
H 2.6440 -2.0511 1.5708 0.3887
H 3.7981 0.2713 1.2090 0.3012
H -0.1769 -1.3030 1.9359 0.3963
H 2.4775 1.7562 4.9967 0.4507
H -1.4830 4.2554 2.0135 0.4876
H -3.4419 1.0368 -1.1601 0.6741
H 4.3340 -0.7024 -2.2357 0.3713
H 0.1183 1.7989 4.1495 0.5162
H 2.0126 -2.9164 -2.2909 0.5082
H 4.4971 0.3225 -0.8192 0.3747
```

Values from the calculation:
E_HOMO (alpha / beta) in hartree: -0.506 / -0.523
Total energy in eV: -53959.3631
LUMO energy (alpha / beta) in eV: -7.731 / -8.075
ΔE to the lowest compared entry with this formula, charge and spin in eV: 0.9035
2S+1: 3
HOMO-LUMO gap (alpha / beta) in eV: 6.032 / 6.145
Charge: +2
Largest force on an atom in Eh/bohr: 0.0337

4.
This record from the Open Molecules 2025 dataset describes a 2-piece molecular cluster, C22H26FN2O2 overall. The level of theory is the ωB97M-V functional and the def2-TZVPD basis.

```
53
Properties=species:S:1:pos:R:3:mulliken_charge:R:1
F -3.3805 -0.1498 2.6296 -0.9017
O 2.9352 3.4258 -1.9169 -0.4317
O -3.3754 1.1526 -0.8160 -0.3863
N -1.3647 -1.5150 0.4736 -0.4084
N -1.3721 0.4234 -1.5723 -0.3947
C 1.9289 -1.0520 -1.9898 -0.9460
C -5.5877 1.4575 -1.6157 -1.3599
C -0.8916 -2.0657 3.3632 -1.7334
C 0.8817 -3.1013 1.0554 -1.8350
C 1.9401 -1.9872 -0.9369 -0.5268
C 3.4072 -1.6981 3.4932 -0.6881
C 2.2838 4.4248 -1.1668 -0.7111
C 0.8314 0.8042 -3.2908 -1.7203
C 0.6129 -1.9514 3.3305 1.0145
C 0.8396 -0.2497 -2.2164 1.1199
C -2.3706 -0.7121 0.3122 0.0780
C -4.6838 0.5650 -0.7962 -0.1843
C 1.4266 -2.4515 2.3083 0.7080
C 0.8623 -2.1429 -0.1113 0.8760
C 1.2346 -1.3152 4.4065 -0.6225
C -0.2799 -1.3496 -0.3432 -0.2193
C 2.8090 -2.3271 2.4200 -0.4671
C 2.6040 -1.1721 4.4952 -0.5517
C -0.2870 -0.3963 -1.3779 0.4487
C 2.2008 2.9947 -3.0525 -0.6569
C 0.9127 2.2369 -2.7085 -0.3260
C -2.3412 0.2824 -0.7278 -0.0598
H 1.7164 0.6384 -3.9079 0.6528
H -0.1338 -3.4446 1.2303 0.4298
H 3.0389 5.0888 -0.7474 0.2521
H 4.4859 -1.6192 3.5323 0.3796
H -6.6048 1.0696 -1.6411 0.3857
H 2.8126 -0.9538 -2.6093 0.3338
H 0.5915 -0.9201 5.1842 0.4234
H 1.6058 5.0192 -1.7888 0.3284
H -3.2200 -0.7644 1.0043 0.5416
H 0.8580 2.1725 -1.6217 0.2480
H -1.3865 -1.1700 2.9757 0.3676
H 2.8244 -2.5913 -0.7725 0.3296
H 3.4353 -2.7309 1.6335 0.2507
H 0.0393 2.8133 -3.0116 0.4936
H -5.0171 0.4770 0.2392 0.3265
H 1.5056 -3.9532 0.7819 0.6588
H 3.0483 -0.6618 5.3408 0.3676
H 2.8940 2.3690 -3.6146 0.3133
H -5.5926 2.4659 -1.2026 0.3062
H 1.9810 3.8768 -3.6686 0.3928
H 1.6956 4.0001 -0.3490 0.2572
H -0.0660 0.7034 -3.8972 0.3253
H -4.6324 -0.4319 -1.2404 0.3717
H -5.1926 1.5288 -2.6297 0.3203
H -1.2126 -2.2303 4.3903 0.5155
H -1.2508 -2.8819 2.7414 0.3139
```

Values from the calculation:
E_HOMO in hartree: -0.172
Total energy in eV: -33029.4418
LUMO energy in eV: 2.893
ΔE to the lowest compared entry with this formula, charge and spin in eV: 0.0000
2S+1: 1
HOMO-LUMO gap in eV: 7.568
Charge: -1
Largest force on an atom in Eh/bohr: 0.0109

5.
This record from the Open Molecules 2025 dataset describes C22H26FeN3OP2 as an isolated structure. The level of theory is the ωB97M-V functional and the def2-TZVPD basis.

```
55
Properties=species:S:1:pos:R:3:mulliken_charge:R:1
Fe 0.1555 0.2258 -0.0285 0.0520
P 2.3697 0.9247 -0.8098 1.5426
P 1.2605 -1.9157 0.5317 0.9269
O -1.4401 3.5365 -0.4760 -0.6327
N -0.5185 -0.3730 -1.9645 0.4143
N 0.3089 1.5023 1.7940 -0.1165
N -1.4717 1.2389 -0.1202 -0.3073
C 0.6328 3.8795 3.1928 -0.4350
C 3.3473 1.9657 0.3028 -1.2772
C 0.3887 -3.4255 0.0385 -1.2948
C -0.3080 -1.2912 -4.1565 -1.0573
C 1.0467 1.5373 2.9074 -0.0390
C -2.3611 1.0203 -1.2509 -0.7419
C -1.6654 0.2295 -2.3221 0.5531
C -1.4975 -0.6686 -4.5295 -0.3199
C 1.7637 -2.2106 2.2499 -1.4003
C -1.1351 2.5494 0.1493 0.2096
C -2.1800 0.0951 -3.6040 -0.8966
C 5.2165 -1.8013 -1.8403 -0.8435
C 4.4790 -0.6368 -1.6953 -1.0286
C 1.2091 2.6988 3.6444 -0.7298
C 3.5635 -3.0018 -0.5776 -0.6738
C -0.2771 2.6433 1.3984 0.7368
C 2.3857 1.7692 -2.4114 -1.4285
C 4.7587 -2.9844 -1.2797 -0.8695
C 3.2759 -0.6394 -0.9910 0.4782
C 2.8089 -1.8397 -0.4247 0.3955
C 0.1460 -1.1161 -2.8720 -0.2248
C -0.1204 3.8603 2.0233 -0.5511
H -3.2279 0.4446 -0.9118 0.3005
H 0.1105 -3.3872 -1.0134 0.3209
H 1.0704 -1.5741 -2.5393 0.5190
H -0.5925 4.7372 1.6041 0.5173
H 1.5060 0.6090 3.2217 0.3710
H 2.0110 1.1065 -3.1905 0.3818
H 4.8514 0.2788 -2.1386 0.3636
H -2.7251 1.9712 -1.6425 0.5452
H 2.2808 -3.1692 2.3114 0.4742
H 3.2250 -3.9362 -0.1470 0.3340
H 5.3321 -3.8949 -1.3891 0.4369
H 2.4446 -1.4297 2.5856 0.4311
H 1.7412 2.6478 -2.3572 0.4530
H 0.2529 -1.8971 -4.8533 0.4814
H -1.8799 -0.7783 -5.5356 0.4490
H -0.5196 -3.5154 0.6355 0.4664
H 0.7683 4.7983 3.7476 0.4887
H 4.3479 2.0939 -0.1128 0.5085
H 1.7895 2.6756 4.5558 0.4551
H 0.8895 -2.2351 2.9006 0.4612
H 2.8719 2.9421 0.4064 0.4322
H 6.1481 -1.7852 -2.3895 0.4430
H 3.4278 1.5040 1.2856 0.3703
H 1.0093 -4.3032 0.2179 0.5031
H -3.1030 0.5960 -3.8630 0.5223
H 3.3955 2.0927 -2.6649 0.5293
```

Values from the calculation:
E_HOMO (alpha / beta) in hartree: -0.555 / -0.556
Total energy in eV: -82705.9417
LUMO energy (alpha / beta) in eV: -5.558 / -7.880
ΔE to the lowest compared entry with this formula, charge and spin in eV: 0.0000
2S+1: 6
HOMO-LUMO gap (alpha / beta) in eV: 9.532 / 7.262
Charge: +2
Largest force on an atom in Eh/bohr: 0.0138

Q: The highest total energy belongs to which entry?
A: C22H26FN2O2

Q: total energy of number 2 (C22H26FMoN5SSi)?
A: -53960.2720 eV

Q: The highest total energy belongs to which entry?
A: C22H26FN2O2